1.
9
Properties=species:S:1:pos:R:3 method="wB97M-V/def2-TZVPD" de_lowest_ev=7.580 orbital_gap_ev="3.25 / 3.22" total_energy_ha=-623.2161 total_charge=+1 homo_ha="-0.4998 / -0.4982" spin_multiplicity=1
C 0.28 -1.11 -0.04
C 0.91 -0.36 1.52
C -0.01 0.47 1.00
N 1.25 -1.41 0.68
N -0.39 -0.09 -0.25
S -2.04 0.99 -2.96
H 1.63 -0.08 2.26
H -0.39 1.36 1.36
H -1.23 0.22 -3.57

---

2.
9
Properties=species:S:1:pos:R:3 method="wB97M-V/def2-TZVPD" de_lowest_ev=5.543 orbital_gap_ev=8.81 total_energy_ha=-280.1771 total_charge=0 homo_ha=-0.3227 spin_multiplicity=1
C -0.44 0.37 -0.10
C 0.39 -3.35 0.50
C 0.06 1.56 -0.81
N 0.03 -2.34 0.98
N -0.53 -1.30 1.53
N -0.37 -0.29 0.86
H -0.55 1.84 -1.67
H 0.28 2.23 -0.04
H 1.12 1.28 -1.26